Entry 1:
{
  "formula": "C4H7NO",
  "method": "ωB97M-V/def2-TZVPD",
  "de_lowest_kj_mol": 63.7,
  "energy_ha": -286.60737,
  "spin_multiplicity": 1,
  "gap_ev": 10.67,
  "total_charge": 0,
  "species": ["C", "C", "C", "N", "C", "O", "H", "H", "H", "H", "H", "H", "H"],
  "coordinates": [[0.155873, -0.903354, -1.143477], [0.071938, 1.579080, -0.789728], [0.144787, 0.158436, -0.331735], [-0.374024, -1.273013, 1.505201], [0.104243, -0.037803, 1.140489], [0.574499, 0.740000, 1.943732], [-0.292242, -1.548118, 2.472353], [-0.962327, -1.841157, 0.923616], [0.371125, -1.913517, -0.838755], [0.071080, -0.782266, -2.213873], [0.436269, 1.691343, -1.808252], [-0.959522, 1.932703, -0.747420], [0.658301, 2.197665, -0.112150]],
  "atomic_forces_ev_per_a": [[0.4017, 0.5168, -0.3293], [-0.0729, -0.0093, -0.0616], [-0.6434, -0.2404, -0.5363], [-0.0576, 0.0234, 0.6825], [0.6459, -1.2306, 0.2409], [-0.1867, 0.2407, 0.0082], [-0.0796, 0.2408, -0.0647], [0.1073, 0.2155, -0.1482], [-0.2873, -0.1081, 0.3811], [0.1694, 0.2065, -0.1436], [0.0014, 0.0083, -0.0101], [-0.0191, 0.0937, 0.0251], [0.0210, 0.0427, -0.0441]],
  "lowdin_charge": [0.063, -0.049, -0.283, 0.147, -0.520, 0.066, 0.108, 0.090, 0.062, 0.066, 0.079, 0.089, 0.081]
}

***

Entry 2:
{
  "formula": "C10H13N2",
  "method": "ωB97M-V/def2-TZVPD",
  "de_lowest_kj_mol": 525.3,
  "energy_ha": -497.94929,
  "spin_multiplicity": 1,
  "gap_ev": 4.61,
  "total_charge": 1,
  "species": ["C", "C", "C", "C", "C", "C", "C", "C", "C", "C", "N", "N", "H", "H", "H", "H", "H", "H", "H", "H", "H", "H", "H", "H", "H"],
  "coordinates": [[-4.099713, 0.647739, -0.443279], [-3.176429, 1.528041, 0.091021], [-3.696110, -0.672228, -0.463894], [-1.876223, 1.123594, 0.415187], [-2.493803, -1.135692, -0.016164], [-1.462839, -0.225861, 0.339254], [3.195170, 1.116121, -0.149582], [0.893498, 0.247809, 0.023263], [-0.161606, -0.716444, 0.465000], [2.712711, -1.315116, 0.258536], [2.358945, 0.058546, -0.031401], [4.487188, 0.985690, -0.314575], [-5.109584, 0.857037, -0.691801], [-3.488935, 2.651050, 0.124929], [-4.316481, -1.542693, -0.753672], [-1.326150, 1.852890, 1.012836], [-2.340069, -2.258735, -0.186576], [0.685598, 0.476865, -1.113727], [0.651424, 1.189790, 0.587792], [-0.108427, -1.822665, 0.529888], [3.602444, -1.590943, -0.293696], [2.977279, -1.444738, 1.327455], [1.955250, -1.894226, -0.115657], [5.122694, 1.756161, -0.449330], [5.014157, 0.127998, -0.151816]],
  "atomic_forces_ev_per_a": [[0.9595, -1.0753, 0.6975], [0.1767, 2.8056, -0.5992], [-1.0281, -2.5267, -0.2150], [-1.0198, 1.2137, 1.0364], [0.8618, -1.6906, -0.8661], [-0.8319, -0.4111, 0.5554], [-2.0440, 1.6472, -0.6895], [0.8177, 1.6902, -1.0458], [0.4125, 0.3145, -1.8819], [2.8008, 1.3127, 0.7632], [0.0839, -0.9460, 1.2402], [0.6938, -1.7396, 0.6307], [-0.5730, 0.6549, -0.3201], [0.8750, -2.2048, 0.3642], [-0.2859, 1.2148, -0.1273], [0.3734, -0.1729, -0.6060], [0.2141, 1.8159, 0.6738], [-0.4503, -0.3120, 1.9949], [0.3394, -0.3482, -0.7577], [0.4966, 0.8118, 0.2644], [0.2661, -0.0760, -0.2083], [-0.6241, -0.2496, -0.4044], [-1.6741, -1.9496, -0.4027], [-0.6625, 0.3993, 0.0861], [-0.1778, -0.1782, -0.1828]],
  "lowdin_charge": [0.000, -0.030, -0.062, 0.013, 0.000, -0.233, -0.180, -0.127, 0.150, -0.048, -0.213, 0.075, 0.122, 0.163, 0.135, 0.132, 0.160, 0.211, 0.142, 0.148, 0.087, 0.120, 0.040, 0.097, 0.096]
}

***

Entry 3:
{
  "formula": "C3H10N2",
  "method": "ωB97M-V/def2-TZVPD",
  "de_lowest_kj_mol": 79.7,
  "energy_ha": -229.60169,
  "spin_multiplicity": 3,
  "s2": 2.01,
  "gap_ev": [6.33, 9.96],
  "total_charge": 0,
  "species": ["C", "C", "C", "N", "N", "H", "H", "H", "H", "H", "H", "H", "H", "H", "H"],
  "coordinates": [[-3.345993, -0.914897, 0.238763], [1.822090, 0.564139, 1.332468], [0.713515, 0.024235, -0.659716], [2.854653, -0.650444, -0.301028], [1.820058, -0.021355, 0.010480], [-3.902321, -0.389795, -0.510673], [-3.767122, -1.938681, 0.370877], [-3.440926, -0.322881, 1.220703], [1.769542, 1.646239, 1.055372], [0.984375, 0.401777, 1.942540], [2.811247, 0.393760, 1.641872], [0.673773, -0.336468, -1.634449], [-0.148474, 0.614822, -0.200926], [-2.298073, -0.863359, 0.000998], [2.734615, -1.021852, -1.174706]],
  "atomic_forces_ev_per_a": [[-0.5649, 0.4524, 2.1636], [0.6917, 2.7651, -2.8412], [-6.2296, 1.3819, -1.2590], [5.0924, -2.2783, 0.5829], [-0.4819, 2.4757, 5.6604], [-0.3510, 0.2541, -0.4439], [0.6399, 0.7762, -0.1054], [-0.1100, -0.9855, -1.3531], [0.0289, -0.1324, 0.8643], [-0.9271, -1.0368, 1.0008], [0.8501, -0.3736, 1.4089], [-0.1296, -0.4717, -1.4720], [1.3479, -1.0424, -0.9592], [0.3920, -0.5055, -0.2618], [-0.2487, -1.2792, -2.9855]],
  "lowdin_spin": [0.004, 0.025, 0.661, 0.644, 0.470, 0.000, 0.000, 0.000, 0.017, 0.012, 0.002, 0.063, 0.050, 0.006, 0.044]
}